Record 1
{
  "formula": "C27H73NO10S9",
  "method": "ωB97M-V/def2-TZVPD",
  "total_charge": 1,
  "e_lumo_ev": [-2.00, -6.20],
  "homo_energy_ev": [-10.595, -10.595],
  "multiplicity": 2,
  "e_above_lowest_kcal_mol": 35.63,
  "s_squared": 0.75,
  "homo_lumo_gap_ev": [8.6, 4.4],
  "symbols": ["C", "S", "O", "C", "H", "H", "H", "H", "H", "H", "C", "S", "O", "C", "H", "H", "H", "H", "H", "H", "C", "S", "O", "C", "H", "H", "H", "H", "H", "H", "C", "S", "O", "C", "H", "H", "H", "H", "H", "H", "C", "S", "O", "C", "H", "H", "H", "H", "H", "H", "C", "S", "O", "C", "H", "H", "H", "H", "H", "H", "C", "S", "O", "C", "H", "H", "H", "H", "H", "H", "C", "S", "O", "C", "H", "H", "H", "H", "H", "H", "C", "S", "O", "C", "H", "H", "H", "H", "H", "H", "C", "C", "C", "C", "C", "C", "N", "O", "C", "C", "C", "H", "H", "H", "H", "H", "H", "H", "H", "H", "H", "H", "H", "H", "H", "H", "H", "H", "H", "H"],
  "xyz": [[3.25244, -1.01605, 1.12542], [2.50830, -2.41260, 2.08903], [1.12261, -1.79526, 2.40804], [2.27714, -3.63768, 0.73432], [2.86081, -0.93128, 0.11175], [4.31027, -1.25926, 1.22520], [3.02450, 0.01763, 1.38552], [3.29871, -3.81935, 0.40041], [1.67536, -3.17513, -0.04800], [1.81140, -4.59906, 0.95099], [3.74847, 0.44888, 4.39449], [2.69803, -0.36616, 5.73077], [3.04315, 0.30194, 7.09257], [1.14539, 0.49075, 5.03725], [4.68598, -0.10041, 4.48081], [3.82725, 1.51504, 4.60708], [3.25111, 0.15844, 3.46908], [1.07015, -0.03428, 4.08501], [1.42462, 1.52844, 4.85476], [0.34588, 0.42880, 5.77554], [-1.34107, 5.22726, 0.59963], [-0.62415, 6.75489, -0.14648], [-1.41351, 6.92236, -1.36602], [-1.41083, 8.02705, 1.00004], [-2.26165, 5.52180, 1.10350], [-0.61893, 4.80181, 1.29649], [-1.53050, 4.50176, -0.19149], [-0.74778, 8.88882, 0.92391], [-1.57302, 7.84491, 2.06241], [-2.36244, 8.38153, 0.60396], [-1.80981, -4.48022, -2.18607], [-1.78807, -3.41699, -3.71503], [-0.49577, -2.64686, -3.41529], [-1.43451, -4.81045, -4.86984], [-0.80791, -4.90701, -2.13981], [-2.55094, -5.27691, -2.25016], [-1.97861, -3.91221, -1.27120], [-0.63085, -5.50813, -4.63431], [-1.40243, -4.29653, -5.83055], [-2.26674, -5.51386, -4.84345], [2.95730, -1.86065, -3.33515], [4.67020, -1.42069, -2.82539], [4.71378, -1.44544, -1.25120], [5.42476, -3.06689, -3.26838], [2.95334, -2.13099, -4.39108], [2.49551, -0.89167, -3.14560], [2.39934, -2.46866, -2.62303], [4.91672, -3.73174, -2.56983], [6.48066, -3.05853, -2.99800], [5.28870, -3.31946, -4.31994], [-6.38740, 0.13745, -3.10019], [-6.60889, -1.33641, -2.03918], [-5.17075, -1.82165, -1.94767], [-7.00158, -0.50884, -0.42588], [-6.92674, 0.98173, -2.67077], [-6.78617, -0.10589, -4.08500], [-5.36432, 0.44097, -3.32219], [-6.57697, -1.02408, 0.43570], [-8.07470, -0.33044, -0.35724], [-6.50986, 0.46323, -0.38836], [-0.77611, -6.33684, 4.32944], [-0.24483, -5.04583, 3.07450], [-0.26127, -5.75713, 1.69491], [-1.99669, -4.37630, 3.19177], [0.01793, -7.05431, 4.53638], [-1.66668, -6.83208, 3.94250], [-1.06514, -5.83843, 5.25473], [-2.15269, -4.02497, 4.21173], [-2.85205, -5.04875, 3.12640], [-2.37127, -3.53835, 2.60385], [3.30637, 4.13292, 2.55233], [3.58301, 4.89931, 0.86813], [5.09002, 4.75644, 0.65083], [2.77135, 3.52311, -0.04263], [2.38122, 3.62942, 2.83284], [3.50183, 4.82499, 3.37142], [4.10625, 3.41803, 2.74534], [2.85791, 3.86875, -1.07275], [1.81599, 3.09811, 0.26519], [3.48934, 2.70492, 0.01349], [2.01571, 2.10066, -5.97344], [3.57089, 2.05498, -5.01045], [4.47778, 3.13025, -5.55054], [3.10254, 2.62952, -3.36476], [1.47435, 3.03558, -5.82872], [1.42604, 1.22090, -5.71572], [2.18376, 2.09712, -7.05040], [2.89396, 3.69700, -3.29343], [3.94510, 2.31825, -2.74727], [2.13192, 2.33346, -2.96683], [-0.79711, -1.34490, -0.43589], [-0.85198, 0.21338, -0.52697], [-2.10875, 0.76081, -1.28966], [-3.37561, 0.54367, -0.41524], [-3.19567, 1.21435, 0.99448], [-1.87407, 0.92187, 1.74165], [-0.72104, 0.78412, 0.78851], [0.43074, 0.56188, 1.47238], [-1.62946, 2.03308, 2.68557], [-2.08810, -0.28992, 2.77302], [0.41452, 0.63472, -1.35001], [0.21260, -1.74772, -0.35652], [-1.07119, -1.70837, -1.42628], [-1.30955, -1.85216, 0.38154], [-2.07894, 1.82957, -1.50171], [-2.20125, 0.10653, -2.15653], [-3.42169, -0.53557, -0.26950], [-4.28502, 0.93498, -0.87124], [-4.00803, 0.96256, 1.67621], [-3.36756, 2.27056, 0.78720], [-0.64692, 2.09533, 3.15338], [-1.76596, 3.02259, 2.24929], [-2.47042, 1.93824, 3.37253], [-2.69045, -0.22893, 3.67942], [-2.57143, -1.08949, 2.21162], [-1.14685, -0.81386, 2.93930], [0.61894, 1.63798, -1.72387], [0.46706, 0.06459, -2.27753], [1.29788, 0.44351, -0.74074], [0.25376, -0.33186, 1.77486]],
  "forces_ev_per_angstrom": [[0.147, -0.835, -0.279], [-2.011, 1.743, -0.645], [0.249, -0.854, 0.114], [0.401, 0.692, -0.180], [0.486, -1.188, -0.266], [0.078, 0.542, -0.786], [-0.034, -0.363, 1.524], [0.028, 0.063, -0.295], [0.256, 0.145, -0.043], [-0.074, 0.221, 0.873], [-0.479, -1.493, 1.238], [-0.040, 2.877, 1.596], [-0.644, -1.331, -2.833], [1.699, -0.425, 0.543], [0.203, 0.452, -0.164], [-0.015, -0.169, -0.137], [0.152, 0.437, -0.010], [-0.796, -0.061, 0.142], [-0.052, 0.038, 0.163], [-0.044, -0.304, -0.375], [0.326, 0.465, 0.373], [-1.141, 0.132, 1.600], [-0.192, 0.138, -1.389], [0.578, 0.423, -0.092], [-0.005, -0.268, -0.044], [-0.052, 0.066, 0.192], [0.030, 0.273, -0.170], [0.142, -0.016, 0.050], [0.400, -0.635, -0.035], [-0.027, -0.592, -0.495], [-0.266, -0.103, -0.557], [1.741, -1.060, 1.881], [-1.074, -0.273, -0.832], [-0.653, 0.238, 0.275], [-0.016, 0.024, -0.087], [-0.045, 0.075, -0.076], [-0.134, 0.278, -0.347], [0.706, 0.872, 0.080], [0.370, -0.517, -0.125], [-0.647, 0.508, -0.119], [0.457, 1.438, 0.907], [0.329, -1.834, 2.333], [-0.331, 0.149, -3.105], [-0.233, 0.809, 0.653], [-0.254, -0.088, 0.236], [-0.304, 0.227, -0.701], [0.566, -0.807, -0.282], [-0.065, -0.224, -0.295], [-0.062, 0.251, -0.133], [-0.106, 0.048, 0.132], [-0.961, 0.326, -0.305], [2.186, 0.407, 0.296], [-1.052, -0.200, 0.308], [0.444, 0.779, -0.473], [-0.134, 0.011, -0.198], [-0.363, -0.006, 0.118], [0.266, -0.499, 0.801], [-0.349, -0.662, -0.339], [0.020, -0.299, 0.099], [-0.001, 0.129, -0.291], [0.341, 0.307, -0.200], [-3.271, -1.980, -1.946], [0.733, 1.222, 2.224], [-0.659, 0.961, 1.158], [0.036, 0.159, -0.215], [0.266, -0.038, -0.247], [0.239, 0.154, -0.014], [0.517, 0.226, 0.318], [0.742, -1.087, -0.486], [1.131, 0.174, -0.618], [0.737, 0.063, 0.797], [1.277, -1.143, 1.356], [-2.512, 0.069, 0.073], [1.473, -0.164, -0.424], [-0.394, 0.176, -0.770], [-0.154, 0.687, -0.392], [0.165, -0.267, -0.734], [-0.670, -0.111, -0.022], [-0.199, 0.780, 0.069], [0.212, -0.093, 0.186], [-0.240, 0.538, 0.276], [0.667, 0.685, -1.132], [-0.805, -0.855, 0.426], [-0.923, 0.492, 0.168], [-0.102, -0.043, 0.457], [-0.103, 0.100, 0.142], [0.716, -0.330, 0.141], [0.958, 0.395, -0.641], [-0.227, 0.180, 0.185], [0.125, -1.232, -0.181], [0.436, -0.276, -0.159], [0.977, 1.277, -2.289], [-1.012, -0.749, 1.913], [1.252, -0.517, 1.290], [-0.286, -0.172, -1.458], [-1.304, -0.069, 0.327], [-1.354, -0.729, 2.180], [-0.633, 1.515, -1.662], [-0.027, 2.413, 0.538], [0.916, -2.257, -2.773], [0.800, -0.442, 0.026], [0.308, 0.666, 0.199], [-0.504, 0.008, 0.066], [-0.575, 0.396, -0.136], [0.681, -0.112, -0.385], [0.101, 0.505, -0.319], [-0.672, -0.088, -0.184], [0.154, -0.259, -0.091], [-0.027, -0.297, -0.080], [0.622, 0.356, 0.349], [-0.228, -0.661, 0.350], [0.002, 0.000, -0.424], [0.521, 0.314, 0.518], [0.356, 1.128, -0.157], [-0.492, -0.042, -0.268], [0.271, 0.398, 0.799], [-1.180, 0.556, 0.574], [-0.143, -0.535, 0.243], [0.071, -0.446, -0.176], [1.285, -2.085, 1.211]]
}


Record 2
{
  "formula": "C27H74F2NO14",
  "method": "ωB97M-V/def2-TZVPD",
  "total_charge": -1,
  "e_lumo_ev": 1.78,
  "homo_energy_ev": -3.237,
  "homo_lumo_gap_ev": 5.0,
  "symbols": ["C", "N", "C", "O", "F", "C", "O", "F", "H", "H", "C", "C", "O", "H", "H", "H", "H", "H", "H", "C", "C", "O", "H", "H", "H", "H", "H", "H", "C", "C", "O", "H", "H", "H", "H", "H", "H", "C", "C", "O", "H", "H", "H", "H", "H", "H", "C", "C", "O", "H", "H", "H", "H", "H", "H", "C", "C", "O", "H", "H", "H", "H", "H", "H", "C", "C", "O", "H", "H", "H", "H", "H", "H", "C", "C", "O", "H", "H", "H", "H", "H", "H", "C", "C", "O", "H", "H", "H", "H", "H", "H", "C", "C", "O", "H", "H", "H", "H", "H", "H", "C", "C", "O", "H", "H", "H", "H", "H", "H", "C", "C", "O", "H", "H", "H", "H", "H", "H"],
  "xyz": [[2.31442, -5.66412, -2.95489], [2.03650, -4.22390, -2.56391], [3.06742, -3.35587, -2.90275], [3.74520, -2.69294, -2.18566], [3.30578, -3.32155, -4.25681], [0.77528, -3.77299, -2.84203], [0.03470, -3.95153, -3.74886], [0.32907, -2.93887, -1.82055], [3.15183, -5.96760, -2.31472], [2.61176, -5.70684, -4.00941], [4.90690, -2.22304, 1.77954], [4.55576, -0.82526, 1.31375], [5.45551, -0.37224, 0.29701], [5.92716, -2.25261, 2.16689], [4.22227, -2.55655, 2.56031], [4.84434, -2.92334, 0.94358], [4.63268, -0.11604, 2.13844], [3.53065, -0.79649, 0.93722], [5.37055, -0.99528, -0.43599], [1.15230, 2.03746, 3.44818], [1.65166, 1.04957, 2.40861], [1.82232, -0.25147, 2.94575], [1.84654, 2.08290, 4.28952], [1.05070, 3.03688, 3.01962], [0.17819, 1.72821, 3.83787], [2.62698, 1.35614, 2.03347], [0.96832, 1.02232, 1.55627], [0.96595, -0.56385, 3.26640], [-0.60604, 0.20129, -0.92716], [-1.12327, 0.39733, -2.33919], [-0.16758, 0.01682, -3.31879], [0.30863, 0.77662, -0.78400], [-1.34605, 0.52153, -0.18983], [-0.37442, -0.84860, -0.74589], [-1.34130, 1.45065, -2.52261], [-2.05099, -0.16488, -2.48776], [0.03594, -0.91577, -3.17978], [-3.97685, -3.30750, -4.37467], [-3.76147, -2.64691, -3.02529], [-2.90206, -3.40461, -2.18609], [-4.41481, -4.29743, -4.24200], [-4.64447, -2.71178, -5.00039], [-3.02551, -3.42733, -4.89761], [-4.71206, -2.54408, -2.50192], [-3.34049, -1.64444, -3.16881], [-2.05546, -3.48711, -2.64621], [2.31421, -1.73768, -7.67724], [3.45350, -2.63092, -8.12937], [4.64326, -2.39880, -7.38518], [2.59421, -0.68732, -7.77137], [1.41129, -1.91330, -8.26442], [2.07923, -1.92714, -6.62770], [3.71103, -2.43473, -9.17113], [3.16000, -3.68318, -8.04738], [4.44010, -2.58432, -6.46040], [4.02658, 1.48078, -2.35838], [3.48782, 2.77496, -1.78499], [3.13839, 2.63503, -0.40950], [3.29116, 0.68302, -2.24907], [4.27474, 1.58575, -3.41635], [4.92454, 1.17562, -1.81743], [2.57821, 3.08525, -2.29851], [4.23636, 3.56923, -1.89666], [3.92980, 2.34637, 0.05999], [6.36641, 5.66119, -2.49707], [5.99819, 5.77155, -3.96348], [7.12949, 5.65822, -4.82088], [7.09705, 6.42529, -2.22853], [5.48549, 5.77848, -1.86451], [6.81017, 4.68588, -2.28254], [5.56651, 6.74878, -4.17881], [5.25337, 5.01214, -4.22484], [7.52613, 4.79272, -4.67673], [-7.24944, 0.36154, -2.71858], [-7.18996, -0.75525, -3.74304], [-7.24480, -2.04403, -3.14592], [-6.43446, 0.25941, -2.00158], [-7.17151, 1.33746, -3.20001], [-8.19173, 0.33047, -2.16559], [-6.24303, -0.72719, -4.28215], [-7.99579, -0.64310, -4.47736], [-8.07498, -2.12692, -2.66590], [-3.34350, -4.24654, 1.25788], [-2.26550, -3.75871, 2.20859], [-0.96734, -4.21266, 1.86037], [-3.34081, -5.33656, 1.21193], [-4.32994, -3.91186, 1.58682], [-3.17429, -3.87072, 0.24687], [-2.43777, -4.14179, 3.21673], [-2.28253, -2.66230, 2.26227], [-0.75494, -3.90469, 0.97139], [-1.04522, -2.15181, 6.70272], [-1.27648, -2.01382, 5.20990], [-0.07211, -2.11862, 4.46218], [-0.34055, -1.39506, 7.04921], [-1.98046, -2.03919, 7.25335], [-0.62859, -3.13372, 6.93913], [-1.68295, -1.02954, 4.97584], [-1.99726, -2.76306, 4.86558], [0.31097, -2.98866, 4.61550], [-0.10879, 5.61223, 5.54071], [-1.01786, 4.42199, 5.77118], [-2.01994, 4.68690, 6.75445], [0.37647, 5.90448, 6.47246], [0.65969, 5.37515, 4.80418], [-0.67821, 6.46972, 5.17344], [-0.44837, 3.57400, 6.14895], [-1.48912, 4.11681, 4.83128], [-2.54782, 5.42836, 6.43911], [-5.97787, 4.58713, 7.46812], [-5.91239, 3.07257, 7.45272], [-5.30243, 2.57497, 6.26972], [-6.53277, 4.95808, 6.60562], [-6.45408, 4.95790, 8.37701], [-4.96740, 5.00041, 7.42023], [-6.91345, 2.64206, 7.47795], [-5.36971, 2.70975, 8.33255], [-4.40072, 2.91665, 6.23783]],
  "forces_ev_per_angstrom": [[0.159, 0.062, -0.033], [-0.339, -0.335, -0.581], [-0.219, -0.196, 0.454], [0.354, 0.201, -0.020], [0.037, 0.134, 0.024], [0.231, 0.259, 0.357], [-0.306, -0.222, 0.074], [0.099, 0.167, -0.245], [-0.039, 0.074, -0.071], [0.019, 0.020, 0.061], [0.053, -0.041, -0.012], [0.004, -0.097, -0.147], [-0.010, -0.007, 0.035], [-0.009, 0.027, 0.024], [-0.033, 0.017, -0.021], [-0.066, -0.020, 0.021], [0.017, 0.044, -0.036], [-0.031, 0.001, 0.080], [-0.015, 0.082, -0.037], [0.028, -0.002, 0.093], [-0.067, -0.068, 0.054], [-0.051, 0.130, 0.062], [0.007, 0.019, -0.007], [-0.008, -0.003, -0.018], [-0.018, 0.019, -0.035], [-0.009, 0.006, -0.036], [0.004, 0.046, -0.088], [0.108, -0.255, 0.070], [0.049, 0.011, 0.000], [0.009, -0.084, 0.050], [0.014, 0.001, -0.034], [0.034, 0.045, 0.034], [-0.008, 0.010, -0.014], [-0.029, -0.013, 0.018], [0.017, 0.001, -0.044], [-0.034, 0.044, 0.062], [0.003, 0.017, 0.009], [0.038, -0.094, 0.032], [0.081, 0.022, -0.096], [-0.004, 0.075, -0.073], [-0.024, 0.013, -0.010], [-0.009, 0.008, 0.007], [-0.004, 0.027, -0.010], [0.026, -0.014, 0.053], [-0.107, 0.036, -0.030], [0.074, -0.127, 0.069], [0.047, 0.088, 0.075], [-0.014, -0.032, 0.079], [-0.081, -0.002, 0.026], [-0.003, -0.006, -0.027], [0.006, -0.035, -0.007], [-0.044, -0.030, -0.018], [0.006, -0.007, -0.001], [-0.012, -0.003, -0.048], [0.073, -0.003, 0.026], [-0.053, -0.094, 0.026], [0.169, -0.121, 0.075], [0.013, 0.146, 0.035], [-0.006, -0.002, -0.054], [-0.019, 0.019, -0.001], [0.018, 0.007, -0.030], [-0.017, 0.010, 0.022], [-0.078, 0.075, -0.054], [-0.055, -0.134, -0.042], [0.107, 0.024, -0.008], [-0.001, -0.087, -0.024], [0.031, 0.002, 0.048], [-0.026, 0.021, -0.003], [-0.006, -0.009, 0.004], [-0.050, -0.020, 0.014], [-0.010, -0.004, -0.004], [-0.043, 0.034, 0.012], [-0.014, 0.025, -0.027], [0.029, -0.051, 0.060], [-0.030, 0.002, 0.022], [-0.027, -0.032, 0.011], [0.008, 0.013, -0.011], [-0.003, 0.001, -0.012], [-0.010, 0.020, -0.018], [-0.005, 0.005, -0.012], [0.025, 0.012, -0.029], [0.032, 0.020, -0.009], [0.091, -0.077, -0.044], [0.024, 0.071, -0.103], [-0.021, -0.041, -0.006], [-0.020, -0.002, 0.020], [0.003, 0.014, 0.017], [-0.009, 0.017, -0.001], [-0.046, 0.001, -0.028], [0.002, -0.015, 0.051], [-0.002, -0.030, 0.018], [0.079, 0.037, -0.003], [0.024, -0.097, -0.004], [-0.050, 0.181, 0.120], [-0.012, 0.005, 0.009], [-0.013, -0.004, -0.004], [-0.026, -0.011, 0.004], [-0.025, -0.002, -0.006], [-0.006, 0.083, 0.034], [0.006, 0.006, -0.197], [-0.021, 0.033, 0.087], [-0.012, 0.018, -0.066], [-0.109, -0.023, -0.050], [0.019, -0.010, -0.009], [-0.006, -0.011, -0.009], [0.009, -0.010, -0.037], [-0.026, -0.018, 0.004], [0.037, -0.046, -0.007], [0.035, 0.001, 0.038], [0.051, 0.057, -0.090], [0.097, -0.021, 0.009], [0.031, 0.069, -0.015], [-0.027, -0.029, 0.008], [0.005, -0.022, 0.018], [-0.007, 0.026, 0.064], [0.005, -0.014, -0.014], [-0.054, 0.006, 0.038], [-0.011, -0.039, 0.013]]
}


Number 1: E -5462.59040 a.u., F_max 4.29 eV/A. Number 2: E -2380.85685 a.u., F_max 0.75 eV/A.